The following is a quantum chemistry calculation of C38H34FeN2O3P2S as an isolated structure, from the OMol25 dataset.

Last column: Mulliken charge in e.
Positions of all 81 atoms, in Å:
Fe1 -0.08471 0.84502 -0.01856  0.535
O1 1.99933 0.88083 0.32559  -0.593
S1 1.95301 -0.63552 -0.05316  2.151
C1 2.39828 -1.57226 1.36378  0.275
C2 3.34493 -2.57750 1.41678  -0.601
C3 3.45481 -3.33864 2.58219  -1.069
C4 2.61581 -3.11467 3.65407  -0.779
C5 1.64103 -2.11897 3.58663  -0.671
C6 1.51769 -1.33895 2.44981  -0.427
P1 0.23874 -0.07721 2.33316  1.586
C7 -1.35611 -0.47191 3.04418  -0.340
C8 -2.37736 -1.29881 2.20918  0.343
C9 -3.78628 -1.43019 2.83418  1.100
C10 -4.09865 -0.39634 3.88090  -1.255
C11 -3.17828 0.33274 4.50120  -0.906
C12 -1.78130 0.26491 4.08368  0.224
C13 0.76382 1.54651 2.87912  0.265
C14 0.36147 2.57238 2.01883  -0.161
C15 0.74040 3.88520 2.19474  -1.204
C16 1.54757 4.18253 3.29299  -0.598
C17 1.96116 3.18353 4.16030  -0.836
C18 1.58170 1.85866 3.95145  -0.322
C19 2.93418 -0.75540 -1.47498  0.528
C20 4.25046 -1.18804 -1.55371  -0.503
C21 4.87907 -1.15222 -2.79136  -0.991
C22 4.20129 -0.68723 -3.90755  -0.844
C23 2.89665 -0.21489 -3.80306  -0.174
C24 2.24157 -0.23021 -2.58202  -0.886
P2 0.52056 0.39022 -2.44587  1.535
C25 0.35910 1.92937 -3.34827  0.682
C26 -0.91848 2.35920 -3.72319  -0.677
C27 -1.08177 3.57405 -4.36697  -0.990
C28 0.02469 4.37742 -4.62121  -0.616
C29 1.28875 3.97393 -4.21773  -0.821
C30 1.46012 2.75431 -3.57569  -0.686
C31 -0.44535 -0.92309 -3.22384  1.127
C32 -0.45734 -2.17482 -2.60702  -0.559
C33 -1.12351 -3.23293 -3.19854  -0.903
C34 -1.79372 -3.04933 -4.40467  -0.652
C35 -1.78433 -1.80745 -5.02178  -0.778
C36 -1.10998 -0.74304 -4.43593  -0.504
H1 3.98166 -2.80723 0.58121  0.436
H2 4.19794 -4.12299 2.63270  0.451
H3 2.70042 -3.72374 4.54383  0.478
H4 0.97475 -1.96214 4.42663  0.560
H5 -1.99212 -2.29950 2.01175  0.588
H6 -5.51473 -1.68707 1.87961  0.497
H7 -5.14519 -0.31498 4.15596  0.533
H8 -3.44668 1.00926 5.30061  0.507
H9 -1.07327 0.88856 4.61743  0.563
H10 -0.31825 2.35195 1.16568  0.782
H11 0.42953 4.66398 1.51271  0.513
H12 1.85988 5.20428 3.46260  0.444
H13 2.59417 3.43275 5.00094  0.479
H14 1.93621 1.08361 4.62043  0.510
H15 4.80195 -1.50909 -0.68720  0.590
H16 5.90494 -1.48355 -2.87738  0.471
H17 4.69525 -0.67421 -4.86996  0.475
H18 2.38971 0.15750 -4.68554  0.589
H19 -1.78918 1.73495 -3.55045  0.570
H20 -2.06805 3.88900 -4.67986  0.471
H21 -0.10223 5.32085 -5.13506  0.451
H22 2.14606 4.60609 -4.40470  0.475
H23 2.45114 2.46167 -3.25394  0.461
H24 0.05870 -2.34164 -1.66437  0.280
H25 -1.11823 -4.20439 -2.72309  0.464
H26 -2.31446 -3.87756 -4.86605  0.443
H27 -2.28940 -1.66289 -5.96703  0.479
H28 -1.08315 0.20648 -4.95459  0.556
C37 -3.94433 -2.81161 3.45052  -1.602
O2 -4.66782 -1.25164 1.71633  -0.645
C38 -2.27808 -0.56962 0.89459  -0.379
O3 -1.29920 -0.84883 0.16475  -0.188
N1 -2.94494 0.56208 0.65172  0.054
N2 -2.34739 1.41911 -0.30684  -0.630
H29 -4.93913 -2.93166 3.88306  0.534
H30 -3.21849 -2.95925 4.25135  0.364
H31 -3.79767 -3.57775 2.68686  0.418
H32 -3.90120 0.69165 0.96717  0.241
H33 -2.64530 2.37010 -0.09708  0.358
H34 -2.68286 1.18626 -1.24292  0.351

Values from the calculation:
Electronic energy: -4147.26868 Ha
2S+1: 6
Frontier orbital gap (alpha / beta): 7.819 / 6.078 eV
Total charge: +3
HOMO (alpha / beta): -16.13 / -16.36 eV